{"formula": "C3H3F2I", "method": "the ωB97M-V functional and the def2-TZVPD basis", "homo_energy_ev": -9.6, "lumo_ev": 0.53, "max_force_ev_per_a": 3.8, "smiles": "FC1(F)C[C@@H]1I", "multiplicity": 1, "charge": 0, "molar_mass_da": 203.96, "species": ["C", "C", "C", "F", "F", "I", "H", "H", "H"], "coordinates": [[-0.03, 0.33, -0.35], [0.41, -1.10, -0.13], [-0.68, -0.84, -1.10], [-1.93, -1.15, -0.65], [-0.57, -1.04, -2.38], [2.19, -1.88, -0.72], [-0.51, 0.76, 0.63], [0.76, 1.05, -0.92], [0.18, -1.48, 0.85]], "nbo_charge": [-0.50, -0.47, 0.68, -0.33, -0.29, 0.16, 0.25, 0.25, 0.25]}

{"formula": "C3H3F2IO", "method": "the ωB97M-V functional and the def2-TZVPD basis", "homo_energy_ev": -9.2, "lumo_ev": 0.47, "max_force_ev_per_a": 5.7, "multiplicity": 1, "charge": 0, "molar_mass_da": 219.96, "species": ["C", "C", "C", "O", "F", "F", "I", "H", "H", "H"], "coordinates": [[-0.65, 0.19, -0.68], [-0.47, -0.85, -1.44], [0.65, 0.18, 0.79], [0.72, 0.03, 2.28], [-1.24, -1.05, -2.49], [0.53, -1.68, -1.38], [-2.01, 1.63, -0.70], [0.81, 1.26, 0.65], [1.28, -0.58, 0.34], [0.39, 0.87, 2.64]], "nbo_charge": [-0.45, 0.67, -0.01, -0.69, -0.31, -0.29, 0.25, 0.17, 0.20, 0.47]}

{"formula": "C3H3F2IO", "method": "the ωB97M-V functional and the def2-TZVPD basis", "homo_energy_ev": -9.3, "lumo_ev": 0.36, "max_force_ev_per_a": 3.9, "smiles": "COC(I)=C(F)F", "multiplicity": 1, "charge": 0, "molar_mass_da": 219.96, "species": ["C", "C", "C", "O", "F", "F", "I", "H", "H", "H"], "coordinates": [[-1.16, 1.03, 1.86], [-1.30, 0.82, 3.15], [0.07, -0.32, 0.34], [-1.13, -0.13, 1.01], [-1.40, 1.85, 3.97], [-1.09, -0.32, 3.77], [-1.50, 2.87, 0.96], [-0.27, -1.14, -0.35], [0.87, -0.46, 1.09], [0.25, 0.37, -0.39]], "nbo_charge": [-0.06, 0.68, -0.26, -0.52, -0.30, -0.28, 0.17, 0.20, 0.18, 0.18]}

In order of appearance, energy relative to the best compared isomer or geometry (same formula, charge and spin) = 22.6, 58.6, 25.9 kcal per mole.